[1]
Below is a molecular structure, C49H39Cl2N5O4S2Zr, with properties calculated with ωB97M-V/def2-TZVPD.

Geometry as XYZ:
```
102
Properties=species:S:1:pos:R:3
Zr 0.39934 0.31577 -0.82760
C 0.18486 -0.89650 2.90751
C 0.68649 0.40041 2.34095
N 1.80376 0.36197 1.70704
N 2.48888 1.56550 1.63242
C 2.94040 2.02556 0.54067
S 2.70402 1.53657 -1.13040
S 3.93705 3.50768 0.70147
C 3.09012 4.33078 2.07230
C 3.66688 4.19626 3.46009
C 4.43900 3.11436 3.86028
C 4.89677 3.02378 5.16587
C 4.58998 4.00975 6.09137
C 3.82803 5.09970 5.69708
C 3.37722 5.18979 4.39002
C -0.06653 1.65638 2.53800
C -0.56489 2.06594 3.76662
C -1.29378 3.24261 3.87996
C -1.53089 4.00489 2.74117
C -1.05819 3.60367 1.50024
C -0.32544 2.42135 1.38605
O 0.10848 2.00566 0.20937
H 0.71151 -1.09301 3.84428
H 0.41764 -1.71124 2.22227
H -0.88505 -0.87075 3.11243
H 2.05915 3.96679 2.05883
H 3.06202 5.38915 1.80571
H 4.67146 2.34272 3.14197
H 5.49860 2.17427 5.46012
H 4.95071 3.93527 7.10824
H 3.59117 5.88317 6.40400
H 2.78459 6.04440 4.08683
H -0.36147 1.46484 4.64382
H -1.65405 3.57026 4.84436
H -2.09160 4.92678 2.81947
H -1.24884 4.18115 0.60651
Cl 3.01563 -6.63691 -2.70549
C 2.49231 -5.11322 -2.04544
C 3.25787 -4.50266 -1.04989
C 2.87310 -3.29324 -0.51337
Cl 3.86365 -2.52909 0.67437
C 1.70341 -2.63997 -0.95105
O 1.35585 -1.49442 -0.46068
C 0.95117 -3.28592 -1.95042
C -0.24208 -2.64835 -2.48313
O -0.65489 -1.53848 -2.17208
C 1.34291 -4.51229 -2.49794
H 4.16823 -4.97270 -0.70462
H -0.80370 -3.23242 -3.23523
H 0.74736 -4.97127 -3.27682
C -3.13837 2.81753 -2.31543
C -2.81197 3.08225 -3.64256
C -1.73672 2.42800 -4.20957
C -0.98963 1.52284 -3.44682
C -1.25468 1.27429 -2.09646
C -2.36154 1.94879 -1.56594
C 0.09065 0.73235 -4.07305
C 0.02280 0.42611 -5.46408
C 0.91045 -0.44017 -6.00484
C 1.93343 -0.98661 -5.19366
C 2.89106 -1.89009 -5.70880
C 3.89152 -2.36696 -4.91393
C 3.97591 -1.93566 -3.57425
C 3.05426 -1.07431 -3.04966
C 1.98737 -0.59394 -3.84277
N 1.02688 0.23142 -3.28998
H -3.98520 3.31734 -1.85812
H -3.38301 3.79555 -4.21994
H -1.46532 2.64018 -5.23525
H -2.61700 1.82274 -0.51916
H -0.77943 0.84260 -6.05293
H 0.84857 -0.72753 -7.04763
H 2.81529 -2.18601 -6.74733
H 4.62289 -3.05883 -5.30701
H 4.78218 -2.28711 -2.94600
H 3.13992 -0.73367 -2.02775
C -5.30697 -2.33839 1.95979
N -4.39877 -1.30454 1.51017
N -3.18595 -1.61170 0.93018
C -2.38703 -0.49619 0.93386
O -1.27328 -0.52447 0.35379
C -3.10094 0.50548 1.64634
C -4.31425 -0.03842 1.97957
C -5.42281 0.54809 2.77910
C -2.96953 -2.77438 0.13918
C -3.79619 -3.05769 -0.93507
C -3.55039 -4.19530 -1.68828
C -2.48010 -5.02214 -1.37473
C -1.64784 -4.71457 -0.30706
C -1.89269 -3.58673 0.46025
H -5.00029 -3.28471 1.51950
H -6.31853 -2.10985 1.62731
H -5.28573 -2.43036 3.04762
H -2.75789 1.50153 1.85514
H -5.18682 1.57961 3.02414
H -5.56674 0.00113 3.71207
H -6.36214 0.52637 2.22744
H -4.60591 -2.38611 -1.18450
H -4.18798 -4.42738 -2.52911
H -2.29127 -5.90599 -1.96766
H -0.80576 -5.34834 -0.07078
H -1.25271 -3.32081 1.28714
```

Relative energy (zero: lowest compared OMol25 entry of this formula, charge and spin) ... 1.301 eV
Strongest force on any atom ... 0.01775 hartree/bohr
Molecular weight ... 988.146 g mol⁻¹

Results of the Löwdin charge analysis, in e, for atoms 1 through 99:
1. Zr 1.69
2. C -0.02
3. C -0.31
4. N 0.06
5. N -0.05
6. C -1.05
7. S 0.59
8. S 0.88
9. C -0.43
10. C -0.28
11. C -0.06
12. C -0.09
13. C -0.11
14. C -0.10
15. C -0.06
16. C -0.14
17. C -0.03
18. C -0.10
19. C -0.09
20. C -0.02
21. C -0.35
22. O -0.32
23. H 0.09
24. H 0.07
25. H 0.07
26. H 0.07
27. H 0.07
28. H 0.09
29. H 0.10
30. H 0.09
31. H 0.10
32. H 0.11
33. H 0.12
34. H 0.09
35. H 0.10
36. H 0.12
37. Cl 0.65
38. C -0.67
39. C -0.12
40. C -0.59
41. Cl 0.74
42. C -0.39
43. O -0.27
44. C -0.14
45. C -0.16
46. O -0.04
47. C -0.06
48. H 0.11
49. H 0.14
50. H 0.12
51. C -0.09
52. C -0.09
53. C -0.05
54. C -0.20
55. C -0.17
56. C -0.11
57. C -0.21
58. C 0.01
59. C 0.00
60. C -0.16
61. C -0.04
62. C -0.07
63. C -0.05
64. C -0.06
65. C -0.19
66. N 0.05
67. H 0.10
68. H 0.10
69. H 0.10
70. H 0.07
71. H 0.11
72. H 0.12
73. H 0.11
74. H 0.10
75. H 0.11
76. H 0.03
77. C 0.01
78. N -0.05
79. N 0.07
80. C -0.37
81. O -0.12
82. C 0.08
83. C -0.24
84. C 0.00
85. C -0.20
86. C -0.01
87. C -0.07
88. C -0.08
89. C -0.07
90. C 0.01
91. H 0.09
92. H 0.10
93. H 0.10
94. H 0.11
95. H 0.09
96. H 0.09
97. H 0.09
98. H 0.13
99. H 0.11

=====

[2]
Below is a gas-phase ion, C17H26NO3 (charge +1) at a distorted geometry, with properties calculated with ωB97M-V/def2-TZVPD.

Geometry as XYZ:
```
47
Properties=species:S:1:pos:R:3
C -5.57102 -0.37753 1.65728
H -4.89341 0.30970 2.17476
C -5.58784 0.20472 0.11057
C -6.48905 1.38056 0.05572
H -7.52768 1.06484 0.29389
H -6.14911 2.09290 0.75930
H -6.71437 1.66139 -0.76906
C -6.37722 -0.91983 -0.89760
H -6.43013 -0.57940 -1.90440
H -7.34179 -1.17761 -0.47975
H -5.87557 -1.68267 -0.69969
N -4.46989 0.55984 -0.48208
H -4.45183 0.76428 -1.39122
C -3.33044 -0.51703 -0.48462
H -3.40290 -1.25348 0.23770
H -3.60386 -1.23791 -1.28533
C -1.94308 -0.07979 -0.52658
O -2.04245 1.02994 0.49784
H -0.98507 1.41902 0.56240
H -1.85332 0.60013 -1.44528
C -0.87344 -0.90234 -0.42146
H -0.90230 -1.54433 -0.98238
H -0.98050 -1.29811 0.68582
O 0.26596 -0.05107 -0.12306
C 1.55711 -0.54734 -0.36460
C 1.79745 -2.06138 0.03865
C 2.99333 -2.80479 0.21484
C 4.12271 -1.63443 0.17715
C 3.85599 -0.45622 0.14724
C 2.70114 0.09798 -0.05158
C 2.49774 1.72709 -0.34744
C 3.61545 2.35744 0.20007
C 4.99344 1.92536 -0.23529
C 5.14586 0.28537 -0.01428
O 6.23059 -0.13802 0.16535
H 5.85649 2.63787 0.18274
H 4.99008 2.02741 -1.51402
H 3.53287 3.47118 0.40265
H 3.62929 2.27431 1.42460
H 1.42449 2.05464 0.24451
H 2.51187 1.76387 -1.20741
H 4.94436 -2.11587 0.56983
H 2.99691 -3.72712 0.37974
H 0.81293 -2.88684 0.08060
H -4.01992 1.19592 0.19959
H -5.00812 -1.42551 1.61850
H -6.52921 -0.56748 2.05456
```

Charge ... +1
SMILES string ... CC(C)(C)[NH2+]C[C@@H](O)COc1cccc2c1CCCC2=O
Relative energy (zero: lowest compared OMol25 entry of this formula, charge and spin) ... 17.905 eV
Strongest force on any atom ... 0.36421 hartree/bohr
Molecular weight ... 292.399 g mol⁻¹

natural (NBO) analysis output, partial charges in e:
1. C -0.60
2. H 0.22
3. C 0.14
4. C -0.60
5. H 0.24
6. H 0.21
7. H 0.20
8. C -0.59
9. H 0.21
10. H 0.24
11. H 0.19
12. N -0.51
13. H 0.44
14. C -0.25
15. H 0.24
16. H 0.23
17. C 0.08
18. O -0.79
19. H 0.54
20. H 0.18
21. C -0.04
22. H 0.17
23. H 0.19
24. O -0.53
25. C 0.26
26. C -0.23
27. C -0.18
28. C -0.03
29. C -0.31
30. C 0.02
31. C -0.30
32. C -0.45
33. C -0.49
34. C 0.62
35. O -0.51
36. H 0.27
37. H 0.20
38. H 0.24
39. H 0.19
40. H 0.19
41. H 0.15
42. H 0.23
43. H 0.19
44. H 0.18
45. H 0.48
46. H 0.21
47. H 0.25

=====

Respective HOMO level values: -7.334; -10.986 eV.
Respective orbital gap values: 7.13; 8.22 eV.